1.
{"formula": "C28H53BFN2O6S", "method": "wB97M-V/def2-TZVPD", "symbols": ["C", "O", "B", "O", "N", "C", "C", "O", "C", "C", "O", "C", "C", "C", "C", "C", "C", "C", "C", "C", "C", "C", "C", "C", "C", "S", "O", "O", "F", "H", "H", "H", "H", "H", "H", "H", "H", "H", "H", "H", "H", "H", "H", "H", "H", "H", "H", "H", "H", "H", "H", "H", "H", "H", "H", "H", "H", "H", "H", "H", "H", "H", "C", "C", "C", "C", "N", "C", "C", "C", "C", "C", "H", "H", "H", "H", "H", "H", "H", "H", "H", "H", "H", "H", "H", "H", "H", "H", "H", "H", "H", "H"], "coordinates": [[-4.051, 3.582, 4.419], [-4.180, 2.169, 4.201], [-3.015, 1.562, 3.805], [-2.826, 1.224, 2.495], [-1.982, 1.269, 4.843], [-0.624, 1.037, 4.306], [0.176, 2.344, 4.323], [1.047, 2.441, 3.227], [2.252, 1.717, 3.421], [3.072, 1.783, 2.157], [2.861, 0.686, 1.264], [1.727, 0.840, 0.493], [0.603, 0.096, 0.829], [-0.581, 0.213, 0.103], [-0.668, 1.090, -0.986], [-1.969, 1.252, -1.777], [-3.157, 0.679, -1.016], [-1.788, 0.346, -3.028], [-2.212, 2.678, -2.298], [-2.574, 3.800, -1.312], [-2.624, 5.107, -2.151], [-1.552, 4.037, -0.197], [-3.965, 3.657, -0.669], [0.487, 1.804, -1.327], [1.676, 1.683, -0.611], [-2.418, -0.031, 5.771], [-1.645, -0.038, 6.956], [-2.501, -1.202, 4.965], [-3.857, 0.359, 6.146], [-3.466, 3.759, 5.319], [-5.049, 3.967, 4.591], [-3.619, 4.087, 3.558], [-3.658, 0.921, 2.117], [-0.121, 0.336, 4.970], [-0.615, 0.586, 3.319], [0.714, 2.444, 5.268], [-0.523, 3.178, 4.280], [2.826, 2.223, 4.206], [2.078, 0.690, 3.745], [2.817, 2.729, 1.677], [4.131, 1.830, 2.391], [0.652, -0.574, 1.676], [-1.417, -0.384, 0.428], [-3.102, -0.406, -0.956], [-3.263, 1.076, -0.011], [-4.080, 0.899, -1.549], [-1.053, 0.778, -3.703], [-1.418, -0.624, -2.694], [-2.741, 0.209, -3.533], [-3.023, 2.617, -3.025], [-1.321, 2.987, -2.838], [-3.588, 5.188, -2.645], [-1.826, 5.128, -2.889], [-2.494, 5.950, -1.478], [-0.614, 4.401, -0.615], [-1.921, 4.844, 0.436], [-1.374, 3.171, 0.435], [-3.900, 3.052, 0.233], [-4.668, 3.182, -1.349], [-4.324, 4.639, -0.375], [0.470, 2.472, -2.174], [2.550, 2.246, -0.907], [4.674, -5.714, -0.587], [3.590, -6.354, -1.453], [3.598, -5.871, -2.905], [3.358, -4.393, -3.187], [2.018, -3.822, -2.784], [1.972, -3.450, -1.316], [2.610, -2.082, -1.249], [2.019, -1.372, -2.464], [1.811, -2.479, -3.504], [0.909, -4.750, -3.138], [4.655, -4.622, -0.627], [4.552, -6.003, 0.456], [5.664, -6.039, -0.907], [2.606, -6.211, -0.998], [3.746, -7.434, -1.462], [2.894, -6.470, -3.487], [4.579, -6.094, -3.331], [3.421, -4.253, -4.265], [4.120, -3.764, -2.731], [0.921, -3.407, -1.031], [2.478, -4.200, -0.720], [3.697, -2.153, -1.324], [2.375, -1.570, -0.320], [2.663, -0.578, -2.834], [1.062, -0.915, -2.206], [2.509, -2.422, -4.332], [0.798, -2.471, -3.897], [0.986, -5.650, -2.536], [0.975, -4.990, -4.196], [-0.033, -4.252, -2.926]], "homo_lumo_gap_ev": 8.73, "homo_ev": -10.93, "total_charge": 1, "energy_ha": -2182.409120}

2.
{"formula": "C28H53Cl2N10O6P2S3", "method": "wB97M-V/def2-TZVPD", "symbols": ["C", "C", "C", "C", "C", "C", "C", "C", "C", "C", "C", "S", "C", "N", "N", "C", "O", "C", "C", "C", "C", "S", "C", "S", "N", "C", "C", "N", "C", "C", "C", "C", "C", "Cl", "N", "P", "O", "Cl", "C", "P", "N", "O", "O", "H", "H", "H", "H", "H", "H", "H", "H", "H", "H", "H", "H", "H", "H", "H", "H", "H", "H", "H", "H", "H", "H", "H", "H", "H", "H", "H", "H", "H", "H", "H", "H", "H", "H", "H", "H", "H", "H", "H", "H", "H", "H", "H", "H", "H", "C", "O", "N", "N", "H", "H", "H", "H", "C", "O", "N", "N", "H", "H", "H", "H"], "coordinates": [[1.712, -1.043, 0.046], [0.545, 0.074, 0.293], [-0.715, -0.178, -0.664], [-2.128, 0.330, -0.051], [-2.392, -0.437, 1.326], [-2.579, -2.029, 1.193], [-1.221, -2.891, 1.195], [-1.144, -3.791, -0.151], [-1.308, -5.369, 0.090], [0.057, -6.169, 0.376], [1.215, -5.872, -0.698], [2.378, -7.286, -0.986], [4.024, -6.435, -1.216], [4.299, -5.035, -0.958], [5.640, -4.876, -1.234], [6.160, -6.149, -1.661], [5.141, -7.161, -1.681], [-1.894, 1.944, -0.037], [-2.469, 2.678, 1.286], [-1.943, 4.177, 1.489], [-0.318, 4.276, 1.640], [0.292, 5.057, 0.063], [2.018, 5.684, 0.270], [2.358, 6.749, 1.509], [3.077, 5.267, -0.663], [4.468, 5.248, -0.252], [5.122, 4.781, -1.576], [4.086, 4.575, -2.597], [2.780, 4.865, -2.032], [-2.651, 2.497, -1.383], [-2.037, 3.801, -2.115], [-2.805, 4.225, -3.456], [-4.379, 4.463, -3.284], [-4.769, 5.691, -1.976], [-3.248, 1.378, -2.177], [-2.551, 0.679, -3.661], [-3.645, 1.206, -4.908], [-0.712, 1.510, -4.238], [-3.258, 0.208, -1.190], [-5.090, 0.126, -0.745], [-5.706, 1.545, -0.274], [-5.448, -0.967, 0.524], [-5.907, -0.437, -2.160], [2.674, -0.563, -0.374], [1.932, -1.542, 1.065], [1.382, -1.832, -0.725], [1.027, 1.069, -0.054], [0.300, 0.220, 1.404], [-0.732, -1.254, -1.045], [-0.541, 0.483, -1.603], [-1.624, -0.247, 2.146], [-3.395, -0.028, 1.740], [-3.237, -2.390, 2.071], [-3.230, -2.201, 0.251], [-0.273, -2.299, 1.416], [-1.327, -3.652, 2.062], [-0.149, -3.497, -0.666], [-1.962, -3.490, -0.914], [-2.113, -5.559, 0.877], [-1.726, -5.802, -0.900], [0.363, -5.988, 1.466], [-0.204, -7.290, 0.296], [1.802, -4.960, -0.296], [0.695, -5.511, -1.659], [7.224, -6.402, -1.960], [-0.843, 2.354, -0.212], [-2.213, 2.110, 2.258], [-3.626, 2.704, 1.235], [-2.344, 4.523, 2.519], [-2.340, 4.939, 0.736], [0.067, 3.187, 1.638], [0.007, 4.813, 2.591], [4.897, 5.499, 0.765], [6.246, 4.646, -1.695], [1.763, 4.793, -2.551], [-3.590, 2.970, -0.885], [-0.912, 3.628, -2.317], [-2.146, 4.675, -1.381], [-2.658, 3.525, -4.345], [-2.356, 5.241, -3.780], [-4.751, 4.924, -4.274], [-4.970, 3.485, -3.142], [-4.226, 1.625, -2.427], [-4.499, 0.765, -4.658], [-2.997, -0.725, -1.805], [-6.437, 1.769, -0.987], [-6.405, -1.191, 0.541], [-6.162, -1.367, -1.914], [1.851, 0.345, 4.005], [0.811, 0.055, 3.424], [2.836, -0.555, 4.213], [2.100, 1.587, 4.486], [3.697, -0.344, 4.685], [2.684, -1.489, 3.868], [1.387, 2.284, 4.349], [2.946, 1.842, 4.964], [6.263, -3.165, 3.264], [6.221, -2.735, 4.407], [6.928, -2.532, 2.266], [5.647, -4.314, 2.892], [6.973, -2.870, 1.321], [7.398, -1.673, 2.501], [5.142, -4.814, 3.605], [5.669, -4.684, 1.958]], "homo_lumo_gap_ev": 7.36, "homo_ev": -10.51, "de_lowest_kcal_mol": 216.4, "total_charge": 1, "energy_ha": -4894.899567}